Molecular formula: C22H42Br6O10S5
Method: DFT, the ωB97M-V functional and the def2-TZVPD basis

The geometry in ORCA input format:
```
! wB97M-V def2-TZVPD RIJCOSX def2/J DEFGRID3
* xyz 0 1
H 3.93 -3.68 -4.79
H -4.82 7.67 2.91
C -3.91 7.67 2.32
H -1.99 5.79 0.83
H 6.99 -0.47 -2.92
C 0.68 0.27 0.19
H -4.85 0.35 1.27
O -2.85 7.59 4.78
H -2.97 4.51 1.34
H -3.14 5.13 3.65
H -4.84 5.84 1.60
H 0.57 -4.17 4.33
C 6.29 -1.66 -0.17
C -0.15 1.44 0.68
C 0.25 -3.24 4.76
H 1.91 -2.25 -5.68
H 0.87 -3.85 -2.37
C -3.94 6.43 1.40
S 4.86 -1.24 -2.35
H 7.01 -2.44 -0.40
H -0.26 1.35 -2.26
H 2.60 -4.56 -5.74
S -2.51 7.39 3.40
H 2.03 -2.20 -3.92
Br -3.90 -1.82 -5.71
H 7.72 -0.02 -0.61
O 3.24 -4.66 -2.29
C 6.30 -0.17 -2.14
O -1.42 8.08 2.83
H -1.84 -3.24 5.50
O -0.17 0.40 3.48
S -0.21 -0.65 4.46
H -1.42 5.35 3.52
O -0.18 -0.33 5.87
H 1.70 0.52 -0.06
S -1.58 1.56 -0.37
H -0.36 -2.98 -4.43
H -1.65 0.23 -2.40
H -4.05 6.71 0.35
H 0.16 -4.24 -5.30
Br -7.07 -0.57 0.47
H -1.58 -1.65 3.02
O 5.28 -2.24 -3.30
C -2.37 5.63 3.07
H 6.24 -1.60 0.92
H 0.84 -0.68 -1.74
C 6.65 -0.23 -0.66
C -0.90 0.63 -1.74
C -1.63 -1.69 4.11
O -1.81 2.91 -0.84
C -2.70 5.53 1.61
H 4.34 -2.81 -0.57
H 0.80 -2.07 3.07
Br -6.41 2.10 2.06
S 2.54 -5.07 -3.47
O 2.49 -6.46 -3.84
H -0.44 1.38 1.73
C -1.29 -3.12 4.56
C -4.70 -0.47 -4.62
Br -4.27 -0.63 -2.72
C 1.85 -2.85 -4.78
C 4.87 -1.87 -0.67
C 0.55 -3.60 -4.49
H -1.66 -3.85 3.85
H 0.17 -5.29 -3.05
H 0.43 -3.24 5.83
C 2.89 -3.97 -4.86
H 6.03 0.43 -0.07
O -2.66 0.82 0.24
H -0.54 -1.25 -0.78
C 0.82 -4.45 -3.28
H 0.46 2.34 0.65
C 0.93 -2.02 4.17
C -5.86 0.30 1.66
O 3.62 -0.51 -2.52
H -4.30 0.48 -4.92
Br -5.67 -0.75 3.30
H 5.96 0.81 -2.48
Br -6.62 -0.47 -4.78
H -2.50 -1.16 4.48
H 4.24 -1.11 -0.19
H -3.77 8.62 1.82
H 0.66 -0.50 0.96
C 0.03 -0.37 -1.09
H 1.99 -1.86 4.33
*
```

relative energy (zero: lowest compared OMol25 entry of this formula, charge and spin): 84.62 kJ/mol
electronic energy: -518397.844 eV
HOMO-LUMO gap: 9.842 eV
HOMO: -10.062 eV


Molecular formula: C12H20N4O2Re
Method: DFT, the ωB97M-V functional and the def2-TZVPD basis

The geometry in ORCA input format:
```
! wB97M-V def2-TZVPD RIJCOSX def2/J DEFGRID3
* xyz 4 4
H 2.56 -3.24 0.24
C 0.49 -1.19 1.91
C 0.40 -3.17 0.25
N -0.60 -0.24 1.38
H 0.80 -3.22 2.38
C 1.84 -0.78 1.35
H 1.03 -5.12 0.87
C -2.14 3.14 -1.20
H 3.09 -1.06 -0.36
Re -0.35 0.98 -0.38
H -3.61 4.53 -1.83
H -0.58 -5.05 0.53
H 1.88 -3.00 -1.35
H -0.41 -2.86 -0.41
H -0.87 -2.88 2.00
C 1.76 -2.72 -0.29
N -0.85 2.91 -0.77
H 1.99 0.30 1.45
H 1.03 3.75 -0.30
H 0.33 6.05 -0.82
H -0.79 0.45 2.13
H 0.51 -5.08 -0.69
C 2.05 -1.23 -0.09
C -2.59 4.39 -1.49
C -1.69 5.47 -1.35
C 0.03 3.96 -0.64
C 0.16 -2.67 1.68
C -2.94 1.90 -1.31
H 0.50 -1.04 2.99
O -2.16 0.81 -0.77
O -4.01 1.74 -1.72
H 1.92 0.32 -1.48
H -2.02 6.48 -1.55
N 0.34 -4.69 0.24
N 1.24 -0.33 -1.05
H -1.50 -0.73 1.28
C -0.37 5.24 -0.93
H 0.92 -0.88 -1.86
H 2.63 -1.22 1.96
*
```

relative energy (zero: lowest compared OMol25 entry of this formula, charge and spin): 0.00 kJ/mol
electronic energy: -24908.646 eV
HOMO-LUMO gap (alpha / beta): 7.019 / 7.002 eV
HOMO (alpha / beta): -23.490 / -23.478 eV


Molecular formula: C6H15NO
Method: DFT, the ωB97M-V functional and the def2-TZVPD basis

The geometry in ORCA input format:
```
! wB97M-V def2-TZVPD RIJCOSX def2/J DEFGRID3
* xyz 0 1
H -1.15 0.36 0.36
C 0.62 -1.79 -2.05
C 0.71 0.44 1.64
H 2.40 1.19 2.66
H 0.84 -2.84 -2.56
H 0.04 1.54 -0.09
C -0.36 -0.99 -2.89
H -0.69 3.14 1.54
H 1.73 2.30 1.62
H -2.02 -1.59 -1.68
H -1.54 -2.81 -2.98
N 1.71 1.37 2.03
H -0.07 -0.91 -3.92
O 0.78 -0.66 2.03
H -0.47 0.10 -2.55
C -0.41 1.13 0.83
H -0.99 1.92 2.81
C -1.65 -1.70 -2.68
H 0.28 -1.97 -0.95
H -2.20 2.24 1.37
H 1.54 -1.26 -2.03
H -2.29 -1.37 -3.47
C -1.18 2.19 1.73
*
```

relative energy (zero: lowest compared OMol25 entry of this formula, charge and spin): 149.99 kJ/mol
electronic energy: -10002.203 eV
HOMO-LUMO gap: 10.765 eV
HOMO: -9.918 eV
SMILES: CCC(N)=O.CCC


Molecular formula: C19H42N
Method: DFT, the ωB97M-V functional and the def2-TZVPD basis

The geometry in ORCA input format:
```
! wB97M-V def2-TZVPD RIJCOSX def2/J DEFGRID3
* xyz 1 1
H -2.89 2.07 0.33
H 8.26 1.61 5.40
H -7.02 -0.81 -3.04
H 0.07 -0.37 2.23
H -3.99 1.82 -1.75
H 1.64 -1.16 0.02
H 4.21 -2.30 4.62
H -2.47 1.52 -4.01
C 2.71 -0.80 1.87
H 3.92 -0.37 4.42
H -6.73 1.02 -5.66
C 6.61 0.34 4.54
H -1.38 0.42 -1.49
H 3.02 0.11 1.51
H 2.35 -0.82 3.08
H 5.90 -1.06 6.11
C 4.83 -0.98 4.10
H -7.05 -0.72 -5.41
C -6.24 -0.03 -3.22
H -1.06 1.82 2.10
H -4.88 1.86 -4.18
C -3.20 1.09 -2.20
C -4.37 0.94 -4.64
C -0.67 1.83 0.75
H 5.67 1.10 4.99
H -6.58 0.98 -3.50
H -5.70 0.05 -2.38
C 6.05 -0.91 4.91
H 4.08 -1.98 0.79
H -3.92 1.08 -5.57
C -6.27 0.18 -5.56
H 8.67 0.00 5.32
H 1.29 1.50 1.21
H -5.50 -2.06 -4.41
N -5.36 -0.23 -4.26
C 5.02 -1.25 2.76
H -0.75 2.91 0.52
C -3.12 0.91 -3.53
C 3.74 -1.75 2.12
H -0.73 -0.84 0.58
H 7.52 0.65 6.53
H 1.10 -2.21 1.36
H 5.24 -0.34 2.06
H 6.86 -1.66 4.70
C 1.57 -1.27 1.02
H -2.34 0.28 0.58
C 7.83 0.63 5.60
H -4.11 -1.48 -3.51
C -4.71 -1.50 -4.45
H 7.00 0.38 3.60
C -2.08 1.62 0.05
H -4.09 -1.57 -5.23
C 0.47 0.79 0.60
C 0.18 -0.36 1.17
H -1.46 2.33 -1.95
H 0.66 1.04 -0.35
C -1.96 1.23 -1.44
H 3.49 -2.79 2.25
H -5.63 -0.34 -6.61
H -3.76 0.24 -1.61
H 5.72 -1.96 2.54
H -2.53 0.03 -3.81
*
```

relative energy (zero: lowest compared OMol25 entry of this formula, charge and spin): 1879.80 kJ/mol
electronic energy: -21849.631 eV
HOMO-LUMO gap: 7.843 eV
HOMO: -10.514 eV


Molecular formula: C6H10
Method: DFT, the ωB97M-V functional and the def2-TZVPD basis

The geometry in ORCA input format:
```
! wB97M-V def2-TZVPD RIJCOSX def2/J DEFGRID3
* xyz 0 1
H 0.19 -1.83 0.11
H 3.61 0.25 -0.51
H -1.57 -1.96 0.22
C -0.70 -1.39 0.56
C 1.58 0.70 0.40
H -0.62 -1.51 1.65
H 0.17 0.76 1.96
H -0.02 2.02 0.74
H -1.55 -0.32 -1.85
C 2.66 0.46 -0.08
C -0.74 0.23 -1.36
C 0.22 0.96 0.88
H -0.79 1.27 -1.68
H 0.21 -0.18 -1.72
H -1.81 0.45 0.49
C -0.83 0.08 0.16
*
```

relative energy (zero: lowest compared OMol25 entry of this formula, charge and spin): 132.10 kJ/mol
electronic energy: -6382.490 eV
HOMO-LUMO gap: 11.023 eV
HOMO: -9.936 eV
SMILES: C#CCC(C)C


Molecular formula: C2H8N4O
Method: DFT, the ωB97M-V functional and the def2-TZVPD basis

The geometry in ORCA input format:
```
! wB97M-V def2-TZVPD RIJCOSX def2/J DEFGRID3
* xyz 2 1
O -0.98 -0.89 -3.27
C -0.46 0.06 -2.68
C 0.09 0.85 -0.40
H 1.18 0.17 3.16
H 0.75 1.40 1.50
H 0.83 -1.46 3.28
H -1.01 -1.01 -4.35
H -0.77 -1.00 -1.06
N -0.46 -0.10 -1.35
H 0.03 0.93 -3.09
N 0.31 0.63 0.92
H -0.49 -0.41 3.59
H 0.45 1.89 -0.77
N 0.10 -0.51 1.56
N 0.43 -0.55 2.96
*
```

relative energy (zero: lowest compared OMol25 entry of this formula, charge and spin): 253.97 kJ/mol
electronic energy: -10190.160 eV
HOMO-LUMO gap (alpha / beta): 8.112 / 8.114 eV
HOMO (alpha / beta): -16.801 / -16.803 eV


Molecular formula: C54H41IrN4P2SbSe4
Method: DFT, the ωB97M-V functional and the def2-TZVPD basis

The geometry in ORCA input format:
```
! wB97M-V def2-TZVPD RIJCOSX def2/J DEFGRID3
* xyz -2 2
H 3.48 -0.93 -4.65
H -3.78 2.66 -3.44
C -2.54 0.96 -3.01
C 3.98 0.65 0.43
H 0.22 -2.38 -7.03
C 4.63 0.95 -1.85
H -2.08 -0.06 6.69
H 4.52 -3.63 0.78
H -3.90 -1.70 0.82
H -5.68 1.28 -4.22
C -0.94 -0.04 4.88
H 2.63 -1.86 -6.79
H -4.77 0.52 0.10
H 0.59 -5.71 -1.53
C -0.27 -1.78 -5.03
H 0.92 -1.45 -0.21
C -2.20 5.06 -0.06
H -1.81 3.32 5.41
H 2.79 -2.97 -0.88
H 5.33 0.83 -2.67
C -0.81 -2.79 5.16
N 0.56 2.60 0.01
C -0.25 -0.78 3.93
N 2.85 1.30 0.24
C -1.18 -2.82 -1.92
C -2.71 4.86 1.21
P 0.44 -0.03 2.38
H 1.89 -0.54 -2.76
C 1.66 -1.81 0.51
H 0.77 -3.48 -2.54
Se 6.71 0.13 3.15
C -1.63 3.31 4.35
C -0.24 -5.01 -1.45
C -2.16 3.93 2.08
C 1.55 -0.95 -3.71
Sb 5.55 1.79 4.48
C 0.88 2.78 -2.44
C 2.99 2.05 -3.37
C 3.67 -3.02 1.08
C 2.53 1.78 -1.00
C -3.03 1.56 0.78
C -1.10 4.33 -0.52
C -2.41 -0.43 -3.01
C -1.49 -2.04 6.11
P -0.81 -1.04 -2.28
H -3.40 -2.27 -3.50
C -0.36 2.88 3.87
C -4.77 0.80 -3.89
C -1.39 -5.38 -0.77
C -3.70 1.57 -3.45
Se 2.99 1.53 3.56
Se 5.10 1.28 6.79
H -0.76 -3.87 5.25
H -2.60 5.85 -0.69
H -0.64 4.61 -1.46
H -3.51 5.50 1.58
C 1.27 2.43 -1.16
C -1.55 -0.66 5.96
H 0.32 -2.78 3.36
C 3.40 1.61 -2.09
H 1.40 2.87 -4.52
C -3.29 -0.81 0.92
H -3.35 -4.75 -0.15
C -3.48 -1.19 -3.46
H 2.50 -1.37 3.78
C -0.19 -2.17 4.09
H -3.33 4.48 3.80
C 4.92 0.47 -0.61
H 3.67 1.93 -4.21
Se 5.74 4.09 3.80
C 1.75 2.59 -3.53
C -1.13 2.94 1.61
C -2.44 -4.47 -0.68
N -0.05 2.82 2.61
C 2.71 -2.65 0.15
C -2.48 3.91 3.45
C -2.01 -0.89 1.41
H 5.83 -0.05 -0.38
C 1.56 -1.36 1.82
C 0.20 -1.27 -3.82
H -1.97 -2.52 6.95
H -3.44 2.53 0.51
H 0.44 2.63 4.56
H -1.32 -2.03 -5.13
H -1.59 -1.87 1.63
N -0.20 -0.20 -1.17
Ir 1.50 1.88 1.67
H -1.47 -6.35 -0.30
H 4.35 -2.79 3.11
C -1.21 0.24 1.61
C 2.53 -1.74 2.76
H -5.49 -1.19 -4.22
C 2.42 -1.16 -4.76
C -2.33 -3.22 -1.25
C -0.53 3.32 0.25
H -0.11 3.16 -2.62
C -1.76 1.51 1.36
C 3.58 -2.56 2.39
C -0.14 -3.75 -2.02
H -1.03 1.02 4.79
C 1.95 -1.68 -5.96
H -1.71 1.54 -2.62
H -3.16 -2.52 -1.16
C 0.60 -1.98 -6.09
H 4.18 0.27 1.42
C -3.79 0.43 0.55
C -4.66 -0.58 -3.89
*
```

relative energy (zero: lowest compared OMol25 entry of this formula, charge and spin): 153.20 kJ/mol
electronic energy: -351965.288 eV
HOMO-LUMO gap (alpha / beta): 5.479 / 4.140 eV
HOMO (alpha / beta): -2.017 / -1.588 eV


Molecular formula: C47H76AsKN4O3S6Si4
Method: DFT, the ωB97M-V functional and the def2-TZVPD basis

The geometry in ORCA input format:
```
! wB97M-V def2-TZVPD RIJCOSX def2/J DEFGRID3
* xyz -2 1
C 4.83 3.04 2.02
C 2.88 -0.82 -1.93
S 0.38 -1.60 3.42
C -3.10 4.39 0.93
C -0.67 6.46 0.36
H 4.44 -2.20 -2.10
C 2.04 -1.73 4.11
H -2.23 2.29 -2.46
Si 0.20 -4.15 -0.45
C 0.01 7.45 -0.59
H -3.21 -4.95 -0.62
C 3.09 -1.68 3.21
H 0.25 4.73 -0.54
C -0.45 -7.28 -2.32
H 4.08 -1.29 -3.58
H -0.12 -7.75 2.47
C -4.98 5.26 2.34
H -1.37 5.06 -1.16
C 1.51 -5.16 2.67
H 2.02 -5.21 -3.53
H -0.56 -4.50 -4.01
H 4.03 -6.70 -1.13
C 2.27 -2.00 5.45
H 4.93 -0.50 -2.24
C -2.29 3.96 -3.82
C -0.43 -1.98 -6.16
H 4.62 -3.84 -0.64
N 1.86 -0.52 -1.50
C 3.70 2.32 1.64
C -1.56 4.97 -4.45
C -1.67 3.04 -3.00
C -0.75 5.08 -0.26
H 1.45 -2.08 6.15
H -2.01 -3.80 -3.31
C -3.56 4.69 2.35
C 3.63 -3.76 -0.18
H 3.76 -2.38 6.94
C 1.56 1.52 4.00
C 1.69 2.70 -1.96
H -3.36 3.90 -3.95
H -2.07 5.68 -5.09
H 5.21 -1.84 2.95
H -0.15 -7.88 -1.45
H 7.19 0.73 1.25
C -1.86 -0.55 -4.06
S 2.05 3.04 1.72
H -1.99 -0.23 -3.03
H -0.84 -1.17 -6.77
S -3.50 0.85 -0.81
H 1.91 1.43 5.03
H -2.10 -5.38 -4.10
H 4.73 4.04 2.42
C -1.53 -4.94 2.48
C 0.44 4.16 -3.44
H 2.72 3.39 3.96
O 0.56 -1.09 2.03
As -0.10 -1.39 -4.31
C 4.63 -2.11 5.00
S 2.10 4.07 -2.95
H -5.33 5.45 3.36
C -6.28 1.72 0.06
C -5.33 1.45 1.09
H -3.19 5.28 0.30
C 2.99 -6.61 -0.78
H 5.65 -2.26 5.35
H -3.70 3.60 0.49
H -2.41 -5.43 2.05
H 1.82 -0.06 -5.32
H 2.45 2.20 -1.37
H 1.02 7.12 -0.83
H 1.15 0.79 -3.91
H -1.22 -7.83 -2.87
C 6.20 1.18 1.35
C 4.39 -1.87 3.65
H -5.02 6.20 1.78
H -2.87 5.39 2.82
Si 2.33 -4.85 -1.07
Si 0.03 -5.44 1.51
Si -1.09 -5.56 -1.80
H 3.68 -4.68 -3.20
H -0.12 6.39 1.30
H -2.63 -1.29 -4.28
H 0.04 -0.42 5.46
C -0.28 -0.23 4.44
C 0.08 1.15 3.91
C -2.80 -5.88 -1.02
H 0.50 -2.34 -6.61
S -2.90 0.93 2.14
C -4.00 1.08 0.82
H 3.73 -4.07 0.87
H 2.39 -7.36 -1.30
K -0.51 0.35 0.19
H 0.31 0.87 -5.48
H -0.29 1.19 2.89
H -1.45 -5.24 3.53
C 3.57 -2.18 5.89
C 1.82 2.95 3.52
H -5.67 4.56 1.88
H 0.08 8.44 -0.15
H -1.98 0.31 -4.73
C -0.19 5.09 -4.27
C 0.90 0.24 -4.81
H 2.86 -1.50 2.16
N 0.46 2.33 -1.97
H -1.67 6.82 0.61
H 0.80 -7.77 0.95
O 1.20 1.98 1.13
H 2.98 -6.85 0.29
H 1.84 -4.11 2.69
H -0.96 -7.68 0.92
H 3.30 -2.72 -0.18
H 1.27 -5.45 3.70
H 2.32 -3.52 -3.19
H 0.42 -7.18 -2.97
C 2.63 -4.54 -2.93
C 4.17 -1.23 -2.50
C -0.29 3.14 -2.81
H -1.14 -2.81 -6.14
C -5.83 1.60 2.41
H 2.36 -5.76 2.34
H 0.97 3.60 3.70
N -7.08 1.99 -0.73
H 5.17 -0.52 0.56
S -1.38 3.79 0.85
C 6.08 2.46 1.88
C -0.07 -7.34 1.45
H -1.36 -0.36 4.38
O -0.70 4.11 2.16
H -0.52 1.88 4.47
H -1.70 -3.87 2.44
H -0.54 7.53 -1.53
H -2.73 -6.60 -0.20
C -1.48 -4.74 -3.47
C 3.81 1.05 1.10
H 2.16 0.82 3.41
N -6.30 1.73 3.46
H -3.52 3.76 2.92
H 2.91 0.52 0.81
C 5.07 0.48 0.97
H 0.37 5.88 -4.75
H -3.49 -6.28 -1.76
H 6.96 3.01 2.18
*
```

relative energy (zero: lowest compared OMol25 entry of this formula, charge and spin): 24.34 kJ/mol
electronic energy: -235765.158 eV
HOMO-LUMO gap: 4.691 eV
HOMO: -1.679 eV